Entry from the Open Molecules 2025 dataset: a molecular structure, C39H51I2N5O4P2SSi2Ti (wB97M-V/def2-TZVPD).

XYZ file:
```
107
Properties=species:S:1:pos:R:3:lowdin_spin:R:1
I -0.222 -1.509 -5.871 0.731
N 3.373 -1.292 -2.162 0.000
H 3.698 -4.415 4.150 0.000
H -0.473 1.737 3.834 0.000
Si -2.012 2.356 -1.680 0.001
O 4.324 1.588 -3.528 0.000
C -3.138 -0.859 2.910 0.000
H -4.401 2.003 -1.014 0.000
H 4.051 -2.589 -3.646 0.000
N 1.541 -1.027 -0.960 0.000
H 2.399 2.723 -5.337 0.000
C 2.611 4.740 0.478 0.000
C -4.051 2.835 2.878 0.000
C 3.625 -0.320 -1.209 0.000
C -1.842 -1.190 3.304 0.001
H 2.692 -1.074 -5.079 0.001
H -4.355 3.117 4.979 0.000
P -0.578 -1.368 2.043 0.002
I -1.579 -1.212 -2.929 0.211
H 0.611 -3.175 -2.224 0.000
H -2.805 -3.833 2.817 0.000
H -3.805 -2.054 -0.972 0.005
H 3.696 2.574 -7.437 0.000
C -3.912 -2.831 -0.214 0.005
C -2.368 2.434 4.551 0.000
H 4.140 -2.265 3.014 0.000
C 0.579 2.874 0.807 0.000
H -0.532 -1.577 4.967 0.000
C 1.376 2.853 -0.341 0.000
P -0.664 1.583 0.982 0.002
C 0.791 3.850 1.776 0.000
C 0.516 -3.536 3.414 0.000
H 4.396 -0.654 -5.334 0.000
C -1.449 -4.591 -0.850 0.000
C -1.538 -1.328 4.655 0.000
H 2.342 0.475 0.369 0.000
C 2.072 -1.877 2.616 0.000
H -4.236 2.487 -2.698 0.000
C 0.763 -2.334 2.751 0.000
H -0.075 1.987 -3.215 0.000
O 1.946 0.897 -3.370 0.000
H -2.546 4.724 -1.634 0.000
O 5.886 -0.192 -1.453 0.000
C -2.555 -4.449 1.951 0.000
C 3.126 -2.627 3.117 0.000
H -5.057 3.129 2.610 0.000
H -3.887 0.826 -2.227 0.002
H -4.502 -2.432 0.614 0.000
H 4.324 0.991 -7.018 0.000
C 2.395 3.776 -0.498 0.000
C -3.825 -0.844 5.211 0.000
H 2.255 -0.928 2.131 0.000
Si -2.268 -3.468 0.388 0.002
C 2.792 1.760 -5.674 0.000
C 1.571 -4.283 3.910 0.000
H -3.410 -5.105 1.766 0.000
C -1.859 2.091 2.223 0.000
S 3.172 0.968 -4.136 0.000
N 4.895 0.306 -0.958 0.000
C 4.116 -1.529 -3.406 0.000
Ti -0.520 -0.608 -0.419 0.018
H 4.810 2.415 -6.076 0.000
C 3.983 1.938 -6.600 0.000
H -2.004 -5.530 -0.910 0.000
H -4.486 -3.647 -0.659 0.000
H -2.066 2.412 5.590 0.000
H 1.964 5.543 2.359 0.000
C -3.655 2.827 4.206 0.000
C 2.506 -0.168 -0.476 0.000
N -1.204 -2.066 0.682 0.004
H 1.324 -2.626 -3.736 -0.001
C -1.100 2.346 -3.306 -0.001
H -0.498 -3.880 3.559 0.000
N -1.285 1.234 -0.488 0.005
H -2.300 -1.278 6.656 0.000
C -1.914 4.097 -0.999 0.000
H 3.405 5.464 0.355 0.000
O 4.872 1.269 -0.225 0.000
H -1.425 -4.159 -1.851 0.000
C 1.805 4.782 1.607 0.000
C 1.537 -2.861 -2.693 -0.001
C 2.876 -3.831 3.757 0.000
H 0.162 3.899 2.655 0.000
C -3.155 2.462 1.886 0.000
H 1.201 2.124 -1.125 0.000
H 2.246 -3.690 -2.657 0.000
H -3.470 2.454 0.852 0.000
H 1.375 -5.214 4.426 0.000
C -1.471 2.063 3.564 0.000
H -1.599 1.723 -4.048 -0.001
C 2.108 -1.706 -1.961 0.000
H 1.964 1.193 -6.105 0.001
H -1.068 3.369 -3.691 0.000
H 3.021 3.737 -1.380 0.000
C -2.534 -1.158 5.607 0.000
C 0.040 0.065 1.351 0.009
H -1.709 -5.092 2.196 0.000
H -5.133 -0.432 3.557 0.000
H -4.601 -0.719 5.954 0.000
H -2.262 4.220 0.027 0.000
H -0.899 4.493 -1.061 0.000
C -4.127 -0.687 3.863 0.000
H 5.152 -1.284 -3.205 0.000
C -3.797 1.866 -1.913 0.001
H -0.428 -4.830 -0.540 0.000
C 3.599 -0.707 -4.591 0.000
H -3.371 -0.738 1.859 0.000
```

Summary:
LUMO level (alpha / beta) in Eh: -0.107 / -0.164
Total charge: +1
Calculated total energy in eV: -141395.6557
Frontier orbital gap (alpha / beta) in eV: 7.7 / 6.6
Spin multiplicity: 2
⟨S²⟩: 0.76
HOMO energy (alpha / beta) in eV: -10.6 / -11.0
ΔE to the lowest compared entry with this formula, charge and spin in eV: 0.000